(1)
{
  "formula": "C16H14Cl3GeN2OOsS2",
  "method": "wB97M-V/def2-TZVPD",
  "elements": ["Os", "C", "C", "N", "N", "C", "S", "S", "C", "C", "C", "C", "C", "C", "C", "C", "C", "C", "C", "C", "C", "O", "H", "H", "H", "H", "H", "H", "H", "H", "H", "H", "H", "H", "H", "H", "Cl", "Ge", "Cl", "Cl"],
  "coordinates": [[0.253422, 0.569748, 1.379648], [4.309721, 1.122772, -0.376032], [2.888946, 1.364642, 0.020380], [2.124986, 0.388915, 0.466198], [2.674869, -0.873683, 0.381730], [1.888043, -1.836481, 0.646437], [0.179257, -1.599931, 1.105178], [2.555278, -3.425486, 0.310554], [1.467364, -4.569886, 1.210348], [1.825716, -4.363118, 2.633717], [3.167885, -4.648432, 3.050290], [3.538530, -4.489227, 4.362848], [2.591456, -4.045509, 5.281311], [1.259034, -3.758039, 4.881120], [0.885257, -3.899447, 3.572313], [2.325436, 2.690272, -0.151584], [3.175135, 3.735631, -0.565969], [2.695455, 4.988014, -0.870543], [1.327758, 5.241227, -0.800826], [0.460237, 4.246989, -0.396005], [0.949186, 2.994295, -0.049004], [-0.009554, 2.158046, 0.434809], [4.572570, 0.076006, -0.323981], [4.958830, 1.683576, 0.299946], [4.485939, 1.492188, -1.384956], [1.766854, -5.555624, 0.849805], [0.416460, -4.420200, 0.976967], [3.874566, -5.022579, 2.319973], [4.542775, -4.724479, 4.685360], [2.862956, -3.932711, 6.323017], [0.540905, -3.443872, 5.626604], [-0.132512, -3.703457, 3.260704], [4.235312, 3.557546, -0.654908], [3.380622, 5.764880, -1.178557], [0.939147, 6.216280, -1.061892], [-0.604454, 4.418364, -0.319545], [-2.704573, 2.710964, 3.082134], [-1.764421, 0.873704, 2.712330], [-2.579051, -0.530837, 4.059667], [0.883358, 1.158540, 3.451614]],
  "forces_ev_per_angstrom": [[0.31, 0.38, 0.81], [-0.02, -0.03, -0.01], [-0.06, 0.15, -0.18], [-0.01, -0.03, 0.21], [0.03, -0.03, 0.02], [-0.15, -0.03, -0.13], [-0.07, 0.04, -0.30], [0.05, 0.09, 0.15], [-0.05, -0.15, -0.06], [0.10, -0.04, 0.05], [-0.07, -0.03, -0.08], [-0.02, 0.01, 0.08], [-0.04, 0.01, -0.03], [0.09, 0.00, 0.05], [0.01, 0.09, -0.05], [0.00, -0.06, 0.03], [0.00, 0.06, -0.02], [0.05, -0.02, 0.00], [-0.04, -0.02, 0.00], [0.02, 0.02, 0.03], [0.06, -0.02, -0.03], [-0.20, -0.27, -0.32], [0.01, 0.00, 0.01], [0.00, 0.01, 0.00], [0.00, -0.01, 0.00], [0.02, 0.02, -0.05], [-0.01, 0.01, 0.03], [0.00, -0.02, 0.01], [0.00, 0.00, -0.01], [0.00, 0.01, 0.00], [-0.01, -0.02, 0.00], [0.01, -0.01, 0.02], [0.01, -0.01, 0.00], [-0.01, 0.00, 0.00], [0.00, 0.00, 0.00], [0.00, 0.01, 0.00], [0.02, -0.04, 0.02], [-0.48, -0.02, -0.26], [0.04, 0.01, -0.02], [0.42, -0.09, 0.03]],
  "charge": 2,
  "orbital_gap_ev": [6.6, 4.5],
  "e_lumo_ha": [-0.300, -0.375],
  "e_homo_ev": [-14.76, -14.71],
  "multiplicity": 2,
  "s2": 0.77
}

=====

(2)
{
  "formula": "C2H3N3O",
  "method": "wB97M-V/def2-TZVPD",
  "elements": ["C", "O", "N", "N", "N", "C", "H", "H", "H"],
  "coordinates": [[0.287463, -0.981492, -0.845040], [-1.455454, 0.313810, 2.040892], [-0.379460, -0.263587, 1.432835], [0.739987, 0.060030, -1.609222], [0.767668, 1.223099, -1.136049], [-0.244308, -0.766773, 0.349492], [-1.166527, 0.509509, 2.948046], [1.104399, 1.855930, -1.871020], [0.346233, -1.950527, -1.309933]],
  "forces_ev_per_angstrom": [[-0.63, -0.95, 0.69], [-0.47, -0.24, -0.58], [0.76, 0.13, 1.64], [0.90, 2.14, -1.29], [-0.50, -1.02, 0.17], [-0.31, 0.57, -0.24], [0.21, -0.20, -0.46], [0.13, -0.35, -0.02], [-0.10, -0.08, 0.09]],
  "orbital_gap_ev": 8.8,
  "e_lumo_ha": -0.005,
  "e_homo_ev": -8.97,
  "smiles": "[H]/N=N/C=C=NO",
  "multiplicity": 1
}

=====

(3)
{
  "formula": "C3H12O4",
  "method": "wB97M-V/def2-TZVPD",
  "elements": ["C", "C", "C", "O", "H", "H", "H", "H", "H", "H", "H", "H", "O", "H", "H", "O", "H", "H", "O"],
  "coordinates": [[3.236102, -0.718845, 0.830293], [2.730547, -1.102047, -0.541085], [1.612288, -1.803659, -0.710850], [1.192584, -2.291110, -1.916713], [3.195700, 0.362097, 0.949947], [2.526015, -1.141622, 1.535659], [4.268882, -1.026283, 0.964935], [3.175899, -0.666874, -1.435615], [0.790862, -1.835354, 0.003788], [1.806757, -1.973693, -2.589713], [-1.940786, 2.538951, 0.801158], [-2.562817, 3.846162, 0.305647], [-1.765810, 3.482923, 0.711385], [-1.261618, 0.432450, 1.337290], [-1.218292, 0.580413, -0.198823], [-1.800763, 0.359155, 0.535792], [-4.757832, 0.954159, 0.218578], [-4.220226, -0.086402, -0.672955], [-5.007496, 0.089577, -0.128713]],
  "forces_ev_per_angstrom": [[-0.78, 0.53, -0.97], [-0.33, 0.26, 0.33], [-0.38, 0.69, -0.50], [-0.19, 0.34, -0.08], [0.15, 0.19, 0.09], [0.43, -0.21, 0.45], [-0.06, -0.27, 0.31], [0.55, -0.52, 0.09], [0.56, -0.80, 0.36], [0.02, -0.20, -0.09], [-0.11, -0.08, -0.06], [0.17, -0.05, 0.09], [-0.12, 0.08, -0.08], [-0.07, -0.14, -0.29], [0.17, -0.06, 0.06], [0.01, 0.28, 0.21], [-0.32, -0.03, 0.26], [-0.43, -0.34, 0.22], [0.74, 0.34, -0.43]],
  "orbital_gap_ev": 9.2,
  "e_lumo_ha": 0.011,
  "e_homo_ev": -8.88,
  "smiles": "C/C=C/O.O.O.O",
  "multiplicity": 1
}

=====

(4)
{
  "formula": "C6H8N5O",
  "method": "wB97M-V/def2-TZVPD",
  "elements": ["C", "C", "C", "C", "C", "C", "N", "N", "N", "N", "N", "O", "H", "H", "H", "H", "H", "H", "H", "H"],
  "coordinates": [[2.245892, -1.702907, 0.427788], [1.308964, -2.306388, -0.450287], [1.368610, 0.309803, -0.076951], [0.204435, -0.379127, -0.535808], [1.054245, 1.775553, -0.084142], [-0.843657, 0.597953, -0.786757], [2.333459, -0.404650, 0.514486], [0.189848, -1.672868, -0.790890], [-0.262135, 1.822241, -0.665847], [-1.996410, 0.307551, -1.352491], [-1.385048, 0.292061, 1.545575], [1.713288, 2.712076, 0.218057], [2.999695, -2.254447, 0.828802], [1.344336, -3.345516, -0.545757], [-0.787503, 2.724767, -0.757753], [-2.389665, -0.543952, -1.145841], [-2.705151, 0.972673, -1.806789], [-1.953125, -0.429305, 1.771618], [-1.879945, 1.234427, 1.655646], [-0.560127, 0.290048, 2.037338]],
  "forces_ev_per_angstrom": [[-1.74, 0.61, -3.18], [-0.55, 1.11, 2.35], [-1.89, -2.13, 0.61], [2.52, 0.34, 0.26], [0.91, -0.47, -0.52], [0.05, 1.13, -0.86], [-0.08, 2.43, 0.05], [-0.13, 0.13, -0.31], [-1.72, 0.93, -0.21], [-0.67, 3.69, -1.19], [-1.14, 4.73, -2.33], [-0.44, 0.12, 0.10], [1.94, -1.57, 1.40], [0.02, -1.48, -0.73], [0.85, -1.24, 0.13], [-0.65, -2.68, 0.22], [1.89, -0.92, 1.24], [-2.17, -2.61, 1.16], [0.91, -2.06, 0.14], [2.08, -0.04, 1.66]],
  "charge": 1,
  "orbital_gap_ev": 8.6,
  "e_lumo_ha": -0.192,
  "e_homo_ev": -13.80,
  "multiplicity": 1
}

=====

(5)
{
  "formula": "C2HN3",
  "method": "wB97M-V/def2-TZVPD",
  "elements": ["C", "C", "N", "N", "N", "H"],
  "coordinates": [[0.498253, 0.508362, 0.353376], [0.631692, -0.808376, -0.164214], [0.064230, -1.665155, -0.680346], [-1.618332, 0.111481, -0.398817], [-0.750340, 0.666292, 0.073643], [1.174497, 1.187396, 0.816357]],
  "forces_ev_per_angstrom": [[1.59, -0.75, 0.12], [1.11, -0.17, 0.24], [1.08, -1.62, -0.38], [-1.36, 1.90, 0.43], [-2.36, 0.40, -0.49], [-0.06, 0.24, 0.09]],
  "orbital_gap_ev": 8.2,
  "e_lumo_ha": -0.048,
  "e_homo_ev": -9.53,
  "multiplicity": 1
}

=====

(6)
{
  "formula": "C19H20Cl2FeN3Sb",
  "method": "wB97M-V/def2-TZVPD",
  "elements": ["Fe", "C", "C", "C", "C", "C", "C", "N", "Sb", "C", "C", "C", "C", "C", "C", "N", "C", "C", "C", "C", "C", "C", "N", "H", "H", "H", "H", "H", "H", "H", "H", "H", "H", "H", "H", "H", "H", "H", "H", "H", "H", "Cl", "C", "Cl", "H", "H"],
  "coordinates": [[-0.277472, 0.703215, 0.000156], [-0.502602, 1.581840, 3.189650], [-0.829447, 0.134752, 3.006869], [-1.365328, -0.599863, 4.067039], [-1.590468, -1.952649, 3.940417], [-1.242338, -2.589202, 2.745154], [-0.740573, -1.792199, 1.747819], [-0.551261, -0.463004, 1.828598], [0.128829, -2.587807, -0.001497], [1.921127, -1.470863, -0.001411], [3.184839, -2.012461, -0.001724], [4.261781, -1.125693, -0.001053], [4.019954, 0.234260, -0.000199], [2.713073, 0.705853, -0.000045], [2.380131, 2.168160, 0.002618], [1.668033, -0.150639, -0.000564], [-0.742524, -1.790345, -1.748924], [-1.246519, -2.586654, -2.745717], [-1.595892, -1.949487, -3.940296], [-1.369554, -0.596895, -4.066895], [-0.831542, 0.136991, -3.007287], [-0.503199, 1.583642, -3.190627], [-0.552392, -0.461239, -1.829429], [-1.345722, 2.136009, 3.602705], [-0.193659, 2.064599, 2.263013], [0.323234, 1.681572, 3.897738], [-1.588878, -0.093399, 4.997104], [-2.001544, -2.523448, 4.763477], [-1.361194, -3.657553, 2.624785], [3.346208, -3.082020, -0.002601], [5.277071, -1.501472, -0.001432], [4.842003, 0.937393, 0.000039], [3.271635, 2.791204, -0.018399], [1.829451, 2.438050, 0.910376], [1.791702, 2.433209, -0.882924], [-1.366060, -3.654943, -2.625462], [-2.008776, -2.519658, -4.762872], [-1.593778, -0.090026, -4.996563], [-1.344617, 2.137823, -3.607052], [0.325075, 1.681909, -3.896092], [-0.196975, 2.067319, -2.263620], [-2.915840, 0.643352, 0.001759], [-3.026622, 2.422553, 0.000999], [-1.348522, 3.060581, 0.000413], [-3.525221, 2.753989, 0.904042], [-3.525626, 2.753242, -0.902101]],
  "forces_ev_per_angstrom": [[0.23, -0.61, 0.00], [-0.01, 0.01, -0.01], [0.08, -0.04, -0.12], [-0.01, -0.08, 0.06], [-0.02, 0.01, 0.05], [-0.01, 0.14, 0.02], [-0.14, -0.15, 0.07], [-0.22, 0.30, 0.42], [0.10, -0.25, 0.00], [0.15, -0.02, 0.00], [-0.05, 0.05, 0.00], [0.05, 0.02, 0.00], [0.07, -0.05, 0.00], [-0.15, 0.01, 0.00], [0.01, 0.00, 0.00], [0.58, 0.46, 0.00], [-0.14, -0.15, -0.07], [-0.01, 0.14, -0.02], [-0.02, 0.01, -0.05], [-0.01, -0.08, -0.06], [0.08, -0.04, 0.12], [-0.01, 0.01, 0.01], [-0.22, 0.30, -0.42], [-0.01, -0.01, -0.01], [0.02, -0.01, -0.01], [-0.02, -0.02, 0.02], [0.01, 0.01, -0.01], [-0.01, 0.01, -0.01], [0.01, 0.00, -0.01], [-0.01, 0.00, 0.00], [0.00, -0.01, 0.00], [-0.02, 0.01, 0.00], [0.01, -0.03, 0.00], [0.00, 0.00, -0.01], [0.00, 0.00, 0.01], [0.01, 0.00, 0.01], [-0.01, 0.00, 0.01], [0.01, 0.01, 0.01], [-0.01, -0.01, 0.01], [-0.02, -0.02, -0.02], [0.01, -0.01, 0.01], [-0.33, 0.17, 0.00], [0.02, -0.09, 0.00], [-0.01, -0.03, 0.00], [0.01, 0.01, 0.02], [0.01, 0.01, -0.02]],
  "charge": 3,
  "orbital_gap_ev": [9.7, 6.0],
  "e_lumo_ha": [-0.345, -0.481],
  "e_homo_ev": [-19.06, -19.04],
  "multiplicity": 6,
  "s2": 8.76
}

=====

(7)
{
  "formula": "C3H9N6O2",
  "method": "wB97M-V/def2-TZVPD",
  "elements": ["C", "C", "C", "N", "N", "N", "N", "N", "N", "O", "O", "H", "H", "H", "H", "H", "H", "H", "H", "H"],
  "coordinates": [[-1.918423, 1.261298, -0.956744], [0.611370, -1.566518, 0.179053], [3.739686, 1.850258, 0.046707], [-1.238376, 0.591494, -1.646044], [1.380241, -2.536732, 0.667714], [-2.205793, 1.899942, 0.025782], [-0.330887, -1.051729, 1.053751], [0.618141, -1.141049, -1.056227], [-3.157835, 1.875914, 1.001884], [3.020589, 1.413845, 0.830582], [4.501725, 2.097205, -0.783977], [-0.588454, -0.178793, 0.767776], [1.484653, -2.592066, 1.678208], [1.967997, -3.004423, 0.006972], [-0.384766, -1.330801, 1.978669], [1.248968, -1.712725, -1.660620], [0.021487, -0.400130, -1.318496], [-3.749072, 1.133137, 0.733768], [-3.543761, 2.719094, 1.149247], [-1.477482, 0.672786, -2.697996]],
  "forces_ev_per_angstrom": [[-2.75, 3.30, 5.04], [-1.98, 0.16, 2.63], [1.01, -0.92, -0.97], [2.02, -2.77, -6.98], [-0.22, 0.39, -0.36], [0.36, 1.42, -0.43], [2.34, -1.85, -3.05], [3.44, -3.56, 0.32], [2.40, -4.09, -0.91], [-1.14, 0.09, 1.11], [0.09, 0.79, -0.14], [-1.40, 2.78, -0.07], [0.23, -0.39, -0.67], [0.55, -0.45, 0.42], [0.00, -0.38, 1.85], [-0.96, 1.45, 0.22], [-1.33, 1.25, -1.05], [-1.62, -0.43, 0.51], [-1.68, 3.51, 0.47], [0.62, -0.31, 2.06]],
  "charge": 1,
  "orbital_gap_ev": 9.8,
  "e_lumo_ha": -0.107,
  "e_homo_ev": -12.71,
  "multiplicity": 1
}

=====

| no. | E_tot (eV) |
| --- | --- |
| 1 | -140053.2367 |
| 2 | -8635.3790 |
| 3 | -11494.4380 |
| 4 | -15842.3326 |
| 5 | -6556.3180 |
| 6 | -90439.5843 |
| 7 | -16285.4244 |